Entry 1:
C41H39FN2O3PdTe | wB97M-V/def2-TZVPD

Computed properties:
Total energy, eV: -65762.9335
LUMO energy, eV: 0.267

```
88
Properties=species:S:1:pos:R:3:forces:R:3
C -0.12660 0.30461 2.46267 0.1 0.0 -0.1
C -0.08128 -3.67037 1.53859 0.0 0.0 0.0
C -0.28250 -0.35268 6.69306 0.0 0.0 0.0
H 2.10292 0.80080 3.71497 0.0 0.0 0.0
H -2.09436 0.31957 -3.01138 0.0 0.0 0.1
H 4.74710 1.13067 0.41660 0.0 0.0 0.0
C -1.81773 3.17817 -1.91170 0.1 0.1 0.0
C -0.15323 0.08249 3.94717 0.0 0.0 0.0
H 6.48142 0.43729 -4.57275 0.0 0.0 0.0
C 4.81503 -0.98295 -1.39771 0.0 0.0 0.0
C -1.66293 4.55453 -2.04904 0.0 0.0 0.0
C 4.27206 0.13597 -2.02137 0.0 0.0 0.0
H -3.62568 -1.92969 -5.25992 0.0 0.0 0.0
H 0.46943 -2.31491 6.25893 0.0 0.0 0.0
H -2.46110 2.67186 -2.61879 0.0 0.0 0.0
O 2.28040 1.33891 -2.33492 0.0 0.1 0.0
H -2.18682 -2.19448 2.59115 0.0 0.0 0.0
Te -2.20152 -2.09105 -0.05356 0.0 0.0 0.1
H -5.89490 1.02700 -1.69362 0.0 0.0 0.0
C 0.72748 -2.64251 -0.47921 0.0 0.0 0.0
C 1.99531 -3.14423 -0.22306 0.0 0.0 0.0
Pd -1.47485 0.55237 -0.65743 0.0 -0.4 -0.1
H 7.43240 -1.55787 -3.46461 0.0 0.0 0.0
C -2.76568 -1.53189 1.94930 0.0 0.0 0.0
C -4.96102 -1.72044 -3.60077 0.0 0.0 0.0
C 3.00062 0.78739 -1.53296 0.0 0.0 0.0
C -0.66155 0.87357 6.16455 0.0 0.0 0.0
H -6.82957 -0.63463 -3.55896 0.0 0.0 0.0
H -0.89635 2.04470 4.37727 0.0 0.0 0.0
C 6.01100 0.03561 -3.68441 0.0 0.0 0.0
H 6.35535 -2.47485 -1.43750 0.0 0.0 0.0
C -0.84020 5.21389 -1.16421 0.0 0.0 0.0
F -0.68496 6.55593 -1.28560 0.0 0.0 0.0
C 3.75334 0.95822 0.81691 0.0 0.0 0.0
C -2.48867 -0.07031 2.29939 0.0 0.0 0.0
O -3.51740 0.71659 -1.07277 -0.1 0.2 -0.1
H -5.05309 -0.98512 -5.62737 0.0 0.0 0.0
C 6.54575 -1.08532 -3.06131 0.0 0.0 0.0
H -1.00608 1.66359 6.81932 0.0 0.0 0.0
C 1.38123 0.49250 0.38549 0.0 -0.1 -0.1
C -5.95360 -0.77556 -2.92226 0.0 0.0 0.0
H -5.53206 1.31286 -3.38854 0.0 0.0 0.0
C -4.29677 -1.16789 -4.86000 0.0 0.0 0.0
C 0.23617 -1.14127 4.48073 0.0 0.0 0.0
C 4.87213 0.63583 -3.17288 0.0 0.0 0.0
C -0.17045 4.55037 -0.15915 0.0 0.0 0.0
C -5.38576 0.61500 -2.56148 0.0 0.0 0.0
H -2.61383 0.16189 -5.24373 0.0 0.0 0.0
H -0.88657 -3.91720 2.21965 0.0 0.0 0.0
C -3.91768 0.56738 -2.24475 -0.1 -0.1 0.1
H 0.60812 -1.91363 3.81765 0.0 0.0 0.0
H -2.59401 0.04423 3.38417 0.0 0.0 0.0
C -0.33285 3.17545 -0.04171 0.0 0.0 0.0
H -3.23165 0.56785 1.81656 0.0 0.0 0.0
H 0.56730 -2.01763 -1.34742 0.0 0.0 0.0
C -0.31247 -2.89686 0.40826 0.1 0.0 0.0
H -5.47754 -2.64792 -3.85407 0.0 0.0 0.0
H -4.11113 1.00204 -4.93936 0.0 0.0 0.0
H 4.34906 -1.37122 -0.50063 0.0 0.0 0.0
N -3.08429 0.33164 -3.25442 0.1 0.0 -0.2
H -6.30764 -1.25351 -2.00734 0.0 0.0 0.0
H 1.36857 -4.75011 2.68832 0.0 0.0 0.0
H -4.18513 -1.99850 -2.88208 0.0 0.0 0.0
C 1.18248 0.52752 1.80871 -0.1 0.0 0.1
H -3.81900 -1.78054 2.06737 0.0 0.0 0.0
N -1.19717 0.30321 1.77507 0.0 0.0 0.2
C -0.59973 1.08980 4.79527 0.0 0.0 0.0
O 0.50297 0.18217 -0.51087 0.1 0.1 0.2
H -2.16732 5.10936 -2.82961 0.0 0.0 0.0
H 4.42619 1.49534 -3.65612 0.0 0.0 0.0
H 3.22915 -4.26246 1.13141 0.0 0.0 0.0
C 4.69506 1.27101 3.14634 0.0 0.0 0.0
C 3.56335 1.00042 2.19131 -0.1 0.0 0.0
H -0.33238 -0.52116 7.76098 0.0 0.0 0.0
H 0.19830 2.66499 0.74952 0.0 0.0 0.0
C -1.15721 2.46659 -0.91155 -0.1 0.4 -0.2
H 2.79891 -2.93472 -0.91770 0.0 0.0 0.0
C 2.23514 -3.88740 0.92387 0.0 0.0 0.0
C 2.27492 0.77886 2.64486 0.0 0.0 0.0
C 1.19392 -4.15405 1.80106 0.0 0.0 0.0
H 5.63740 1.38393 2.60995 0.0 0.0 0.0
C 0.16606 -1.35962 5.84953 0.0 0.0 0.0
H 0.47016 5.10359 0.51540 0.0 0.0 0.0
C -3.51398 0.14162 -4.63347 0.0 0.0 0.0
C 2.71097 0.73137 -0.06832 0.1 0.0 0.0
C 5.94344 -1.59849 -1.92173 0.0 0.0 0.0
H 4.53018 2.18587 3.71920 0.0 0.0 0.0
H 4.81747 0.45661 3.86353 0.0 0.0 0.0
```
Forces are in eV/Å.


Entry 2:
C41H40AsClCrN4S2 | wB97M-V/def2-TZVPD

Computed properties:
Total energy, eV: -172574.7268
Charge: +1
LUMO energy (alpha / beta), eV: -2.828 / -2.456
2S+1: 2

```
90
Properties=species:S:1:pos:R:3:forces:R:3
C 1.38430 3.08207 -0.90764 0.0 0.0 0.0
C 1.34587 -2.57833 -6.46324 0.0 0.0 0.0
H -2.91762 1.19718 4.09874 0.0 0.0 0.0
H 0.38484 -4.09160 -7.63609 0.0 0.0 0.0
H -2.46805 3.09237 1.18309 0.0 0.0 0.0
C -1.19532 -0.08001 -3.30550 0.1 -0.1 0.0
C -2.92549 -0.04449 -0.00386 0.0 0.2 0.3
C 2.61478 -0.83535 0.36981 -0.1 0.1 -0.1
H -4.84320 -0.85109 0.40820 0.0 0.0 0.0
C 0.70562 5.59681 -0.04542 0.0 0.0 0.0
C 1.79337 4.18268 -1.63579 0.0 0.1 0.0
H -2.39712 -2.53260 -2.35234 0.0 0.0 0.0
C -2.50353 1.31519 -0.09795 -0.5 0.1 -0.3
C -0.38266 -4.38806 -3.02344 -0.1 0.1 0.0
H 3.94795 -1.97660 -3.18730 0.0 0.0 0.0
C 0.64819 3.17568 0.27720 0.1 0.0 0.0
C -2.94097 -2.10679 -1.51302 0.1 -0.1 0.0
H 6.02603 -3.26176 -2.94629 0.0 0.0 0.0
H 1.79103 -2.09234 -7.32156 0.0 0.0 0.0
H 1.23233 1.49460 1.39940 0.0 0.0 0.1
C 0.31923 4.47291 0.67170 0.0 0.1 0.1
H 4.02038 -6.02509 -0.36820 0.0 0.0 0.0
C 2.79512 -3.26804 -1.90702 0.0 0.1 -0.1
C 1.19057 -1.66774 1.84336 0.0 -0.1 0.0
H 2.36390 4.05135 -2.54601 0.0 0.0 0.0
C -1.70042 -0.16684 3.19766 0.1 0.2 0.0
C 1.45573 5.45678 -1.19923 0.0 0.0 0.0
C 2.83196 -4.40498 -1.11049 0.0 0.0 0.0
H 2.17234 -1.18316 -5.05997 0.0 0.0 0.0
H -0.01619 -3.06595 4.14509 0.0 0.0 0.0
Cl -0.58330 4.76570 2.14454 0.0 0.0 0.0
H -2.26967 1.66813 2.58008 0.0 0.0 0.0
H -4.17397 0.06329 1.75643 0.0 0.0 0.0
C 0.55334 -3.70469 -6.63997 0.0 0.0 0.0
N -0.81415 -0.40914 2.25466 -0.2 0.1 0.1
N -2.47731 0.93068 3.23549 0.0 0.0 0.0
H -3.57817 -1.55598 1.39641 0.0 0.0 0.0
C -0.45072 -2.19101 3.69385 0.0 0.0 -0.1
H -0.64589 -5.21031 -5.70342 0.0 0.0 0.0
C 2.26835 -2.40877 2.18083 -0.1 0.0 0.0
Cr -0.64324 0.30041 0.25598 0.1 -0.4 -0.4
N 3.12277 -0.06807 -0.62075 0.0 0.0 0.0
H -1.18390 -1.13040 -3.59272 0.0 0.0 0.0
H -2.25680 2.85406 -2.73856 0.0 0.0 0.0
H -0.51724 2.65841 -2.59291 0.0 0.0 0.0
H -0.19168 0.31858 -3.45909 0.0 0.0 0.0
C -0.06127 -3.67026 -1.86751 0.1 0.0 0.1
H 1.76361 6.33287 -1.75275 0.0 0.0 0.0
H -1.46479 -6.08022 -3.80053 0.0 0.0 0.0
C 3.95654 -2.86157 -2.55837 0.0 0.1 0.1
S 3.60375 -1.97571 1.19358 0.1 -0.1 0.0
H -1.39883 3.55443 -1.36439 0.0 0.0 0.0
H 6.06907 -5.30758 -1.55586 0.0 0.0 0.0
C -3.92394 -0.61932 0.95250 0.0 -0.2 -0.1
C -1.72294 1.41700 -1.29258 -0.1 0.2 0.3
H -3.99903 2.19477 1.17584 0.0 0.0 0.0
C -0.02786 -4.33492 -5.54933 0.0 0.0 0.0
H -3.99165 -2.01217 -1.80303 0.0 0.0 0.0
C 5.15908 -4.72870 -1.64065 0.0 0.0 0.0
C 1.56373 -2.07095 -5.18820 0.0 0.0 0.0
H -2.29710 -6.78802 -1.60205 0.0 0.0 0.0
C -1.44312 2.69138 -2.02406 0.0 0.0 -0.1
H 2.37175 -3.11736 2.98423 0.0 0.0 0.0
H 2.69282 0.82772 -0.78096 0.0 0.0 0.0
H 1.58105 2.09469 -1.31379 0.0 0.0 0.0
H -0.24580 2.26595 1.95064 0.1 -0.1 0.1
C -1.66984 -5.90959 -1.67786 0.0 0.0 0.0
H -2.89574 -2.81886 -0.69099 0.0 0.0 0.0
C 0.18909 -3.83696 -4.27016 0.0 0.0 0.0
H 4.11076 -0.11967 -0.80392 0.0 0.0 0.0
C -1.19812 -5.50994 -2.91986 0.0 0.0 0.0
S -1.78339 -1.37377 4.42482 0.0 0.0 0.1
C 5.13278 -3.58476 -2.42703 0.0 0.0 0.0
C 4.00845 -5.13291 -0.98150 0.0 0.0 0.0
C -2.44599 -0.75071 -1.12996 0.1 -0.1 0.2
H -3.52892 3.17978 -0.19476 0.0 0.0 0.0
C 0.99462 -2.70521 -4.09710 0.0 -0.1 0.1
C 0.30090 1.95484 1.06261 -0.2 0.5 -0.1
H 0.42777 6.57575 0.31989 0.0 0.0 0.0
As 1.16162 -2.20849 -2.22003 0.1 -0.2 -0.2
H -1.86055 0.44281 -3.99850 0.0 0.0 0.0
C -0.54075 -4.06491 -0.62888 0.0 -0.1 0.0
C -1.34350 -5.19448 -0.53170 0.0 0.0 0.0
C -1.68294 0.13038 -1.90773 0.5 0.2 -0.1
H -0.29504 -3.49988 0.26504 0.0 0.0 0.0
C -3.14743 2.49915 0.56796 0.1 0.0 0.1
N 1.36049 -0.79685 0.77473 -0.1 -0.2 -0.2
H -1.71673 -5.51624 0.43231 0.0 0.0 0.0
C -0.05194 -1.52525 2.59183 0.0 0.0 0.0
H 1.94564 -4.74076 -0.58785 0.0 0.0 0.0
```
Forces are in eV/Å.


Question: Look up the total energy of the first one.
Answer: -65762.9335 eV


Question: Which formula does entry 1 have?
Answer: C41H39FN2O3PdTe


Question: The highest total energy belongs to which entry?
Answer: C41H39FN2O3PdTe